Below is an isolated ion of composition C3H7N2OS and charge +1 in a non-equilibrium geometry, with properties calculated with the ωB97M-V functional and the def2-TZVPD basis.

Output
Net charge: +1
Energy above the lowest of the compared OMol25 structures with the same formula, charge and spin in kJ/mol: 300.7
LUMO energy in eV: -3.92
E in hartree: -701.1102
HOMO energy in Eh: -0.5095
Kohn-Sham gap in eV: 9.943

Structure (XYZ):
```
14
Properties=species:S:1:pos:R:3:mulliken_charge:R:1
C -0.6623 0.1698 1.7857 -0.71
C 1.0854 -0.9573 -0.9744 0.27
C -0.7062 1.1725 0.9383 0.60
N 0.3906 0.0974 -1.2754 -0.51
N 1.0572 -2.0525 -1.6718 -0.33
O -1.5580 2.1839 0.7910 -0.45
S 0.5766 1.4635 -0.3740 0.14
H 0.1567 -0.4384 2.1003 0.31
H -1.3989 0.3096 2.5742 0.24
H 1.6893 -1.0918 -0.0468 0.26
H 1.5702 -2.8925 -1.3475 0.26
H 0.5442 -2.0902 -2.6131 0.29
H -2.3368 2.1646 1.3431 0.33
H -0.4079 1.9614 -1.2297 0.30
```


Below is C17H32BHgNOP2 as an isolated structure in a non-equilibrium geometry, with properties calculated with the ωB97M-V functional and the def2-TZVPD basis.

Output
Net charge: +1
LUMO energy (alpha / beta) in eV: -3.34 / -3.34
E in hartree: -1657.5934
HOMO energy (alpha / beta) in Eh: -0.2985 / -0.3783
Kohn-Sham gap (alpha / beta) in eV: 4.778 / 6.955
⟨S²⟩: 0.754
Spin multiplicity: 2

Structure (XYZ):
```
55
Properties=species:S:1:pos:R:3:mulliken_charge:R:1
Hg 0.2282 0.0798 0.6706 0.94
H 1.5555 -2.6826 0.8809 0.03
H 1.8427 -0.9752 2.4591 -0.27
P 2.4359 0.7092 -0.3425 0.69
P -1.6395 -1.2431 1.6755 0.80
C -2.9556 -1.7995 0.5484 -1.25
H -3.7988 -2.2231 1.1202 0.47
H -3.3190 -0.9539 -0.0531 0.31
H -2.5667 -2.5668 -0.1393 0.36
C -1.1787 -2.7071 2.6467 -1.15
H -0.9307 -2.4123 3.6749 0.34
H -2.0483 -3.3758 2.6809 0.44
H -0.3375 -3.2530 2.2101 0.22
C -2.5321 -0.1507 2.8292 -1.26
H -2.9185 0.7145 2.2779 0.29
H -3.3771 -0.6782 3.2959 0.44
H -1.8562 0.2071 3.6140 0.30
C 3.5141 -0.6242 -0.9509 -1.13
H 4.4558 -0.2019 -1.3410 0.42
H 3.7445 -1.3445 -0.1540 0.24
H 3.0142 -1.1621 -1.7714 0.34
C 2.2039 1.7948 -1.7831 -1.20
H 1.5423 2.6206 -1.4937 0.31
H 3.1615 2.2110 -2.1359 0.48
H 1.7244 1.2595 -2.6166 0.32
C 3.4770 1.6773 0.7908 -1.25
H 3.9201 1.0362 1.5657 0.32
H 4.2916 2.1510 0.2227 0.43
H 2.8955 2.4662 1.2836 0.33
C 0.2950 2.0971 2.3829 0.04
O 0.7560 2.8440 3.1114 -0.21
H 3.2305 -1.2292 3.3229 0.37
H 1.7870 -1.8157 3.8631 0.34
H 1.8700 -3.8761 2.5765 -0.10
H 3.5531 -3.0053 1.5593 -0.15
B 2.4983 -2.9710 2.1188 -0.01
N 2.3630 -1.6763 3.0270 -0.02
H 1.1314 -2.5522 0.2360 -0.15
C -1.6202 0.5761 -4.8568 -0.61
C -0.8423 -0.3191 -4.0995 -0.63
C -0.7661 -0.2167 -2.7175 -0.50
C -1.4031 0.8551 -2.0238 1.13
C -1.2347 1.1554 -0.6391 -0.42
C -1.9055 2.1952 -0.0510 -0.15
C -2.8116 2.9937 -0.7980 -1.01
C -2.9674 2.7638 -2.1573 -0.81
C -2.2554 1.7313 -2.8056 0.85
C -2.3441 1.5714 -4.2070 -0.75
H -1.6723 0.5002 -5.9378 0.40
H -0.3003 -1.1124 -4.6153 0.43
H -0.2132 -0.9517 -2.1165 0.42
H -1.7606 2.4228 1.0084 0.09
H -3.3511 3.7951 -0.3138 0.40
H -3.6226 3.3780 -2.7686 0.37
H -2.9620 2.2734 -4.7642 0.39
```


Below is C24H40N6OPtSSi2 as an isolated structure in a non-equilibrium geometry, with properties calculated with the ωB97M-V functional and the def2-TZVPD basis.

Output
Net charge: +2
Energy above the lowest of the compared OMol25 structures with the same formula, charge and spin in kJ/mol: 211.2
LUMO energy (alpha / beta) in eV: -6.08 / -9.77
E in hartree: -2438.2412
HOMO energy (alpha / beta) in Eh: -0.4592 / -0.4976
Kohn-Sham gap (alpha / beta) in eV: 6.410 / 3.771
⟨S²⟩: 6.050
Spin multiplicity: 5

Structure (XYZ):
```
75
Properties=species:S:1:pos:R:3:mulliken_charge:R:1
Pt 0.4183 0.6087 0.1429 0.09
C 2.1856 0.4421 4.1534 -1.87
C 1.7779 0.3194 2.7183 1.39
N 0.8939 1.1363 2.1044 0.01
N 0.5172 2.3197 2.6623 -0.28
C 0.1735 3.3779 1.9202 0.73
N -0.1417 4.5292 2.5248 -0.41
S 0.0681 3.2796 0.2200 -0.22
C 2.3644 -0.6459 1.8770 0.01
C 3.2531 -1.6436 2.3513 -0.86
C 3.8329 -2.5200 1.4786 -0.84
C 3.5475 -2.4181 0.1067 -1.26
C 2.6729 -1.4389 -0.3083 0.00
N 2.0848 -0.5847 0.5273 0.53
H 1.5976 1.1703 4.7042 0.42
H 3.2355 0.7301 4.2228 0.40
H 2.0735 -0.5105 4.6686 0.42
H 0.6306 2.4259 3.6699 0.22
H 0.0174 4.6786 3.5078 0.20
H -0.3450 5.3385 1.9637 0.24
H 3.4625 -1.6966 3.4063 0.48
H 4.4986 -3.2872 1.8379 0.46
H 3.9941 -3.0924 -0.6040 0.51
H 2.4318 -1.3294 -1.3561 0.25
C 2.3543 -0.2950 -3.9596 -1.26
Si 1.7020 1.1002 -2.8241 0.38
C 2.9775 1.7074 -1.5436 -1.16
C 1.1608 2.6248 -3.8355 -1.21
N 0.3236 0.4901 -1.8629 0.25
C -0.9303 0.4904 -2.3284 0.71
C -1.2680 0.3252 -3.6848 -0.94
C -2.5739 0.4531 -4.1085 -0.82
C -3.5824 0.7524 -3.1899 -1.07
C -3.2927 0.8815 -1.8475 -0.63
C -1.9859 0.7014 -1.3630 0.77
N -1.6448 0.7950 -0.0740 0.33
Si -2.8254 0.5973 1.2472 0.26
C -3.6967 2.3104 1.3457 -1.36
C -1.9231 0.2364 2.8909 -0.86
C -3.9156 -0.9358 0.9218 -1.03
H 3.4401 -0.2699 -3.9746 0.45
H 2.0258 -0.1490 -4.9843 0.43
H 2.0411 -1.2912 -3.6587 0.36
H 3.7164 2.3134 -2.0586 0.48
H 3.5217 0.9141 -1.0437 0.37
H 2.5263 2.3447 -0.7841 0.31
H 1.9440 2.8729 -4.5455 0.40
H 1.0130 3.4917 -3.1980 0.31
H 0.2467 2.4665 -4.3976 0.42
H -0.4882 0.0717 -4.3863 0.61
H -2.8176 0.3196 -5.1499 0.48
H -4.5992 0.8779 -3.5272 0.45
H -4.0650 1.1520 -1.1490 0.47
H -3.1083 3.0948 0.8778 0.35
H -3.8683 2.5859 2.3808 0.43
H -4.6654 2.2880 0.8573 0.42
H -1.8049 1.1223 3.5052 0.35
H -0.9521 -0.2227 2.7439 0.01
H -2.5229 -0.4599 3.4705 0.54
H -4.6110 -0.8348 0.0959 0.39
H -4.5027 -1.1582 1.8083 0.50
H -3.2922 -1.8019 0.7192 0.11
C -0.6229 -4.0759 -0.5674 -0.66
C 0.0826 -4.0521 0.7888 -0.63
C -0.3978 -2.7287 1.3699 -0.46
O -0.5745 -1.8411 0.2621 0.30
C -0.6419 -2.5959 -0.9533 -0.25
H -1.6377 -4.4583 -0.4623 0.31
H -0.1058 -4.6867 -1.3029 0.41
H 1.1659 -4.0436 0.6645 0.16
H -0.1935 -4.8920 1.4190 0.47
H 0.3126 -2.2833 2.0701 0.09
H -1.3617 -2.8501 1.8803 0.48
H 0.2231 -2.3356 -1.5736 -0.11
H -1.5532 -2.3057 -1.4840 0.32
```


Below is C17H34N2NbO3PS3 as an isolated structure in a non-equilibrium geometry, with properties calculated with the ωB97M-V functional and the def2-TZVPD basis.

Output
Net charge: +1
Energy above the lowest of the compared OMol25 structures with the same formula, charge and spin in kJ/mol: 495.3
LUMO energy (alpha / beta) in eV: -4.82 / -4.79
E in hartree: -2595.9959
HOMO energy (alpha / beta) in Eh: -0.3623 / -0.3716
Kohn-Sham gap (alpha / beta) in eV: 5.037 / 5.317
⟨S²⟩: 0.756
Spin multiplicity: 2

Structure (XYZ):
```
61
Properties=species:S:1:pos:R:3:mulliken_charge:R:1
Nb 10.8802 7.3987 11.6262 0.19
C 12.7978 7.2524 9.2922 0.89
C 12.8499 6.2832 10.2304 -1.21
C 12.9547 6.9363 11.5153 -0.53
C 13.0508 8.3235 11.2434 -0.69
C 12.9179 8.5745 9.8429 -0.74
H 12.8063 7.0386 8.2396 -0.27
H 12.7354 5.2026 10.0953 0.51
H 13.3148 6.4942 12.4381 0.99
H 13.2656 9.0738 12.0098 0.54
H 13.1017 9.4124 9.2213 0.53
C 4.9440 7.7008 6.8753 -1.09
C 5.8888 7.1726 7.9567 -0.09
O 5.7084 7.9922 9.1449 -0.22
P 6.5346 7.7885 10.4720 0.31
S 8.8964 7.6956 9.9585 -0.10
S 9.7210 5.8546 10.1508 -0.29
O 6.2616 6.2622 10.8403 -0.19
C 6.4633 5.7478 12.2408 0.10
C 5.1081 5.8547 12.9776 -1.20
H 5.2834 7.5362 5.8334 0.34
H 4.7640 8.7724 7.0350 0.31
H 3.9631 7.1892 7.0126 0.28
H 6.9388 7.1790 7.6806 0.27
H 5.7155 6.1268 8.2345 0.31
H 7.2057 6.4075 12.7470 -0.02
H 6.7794 4.6702 12.1419 0.28
H 4.7115 6.8672 13.0667 0.31
H 5.1915 5.5178 14.0112 0.41
H 4.3667 5.1506 12.4851 0.29
C 12.5926 5.0538 14.8983 -1.70
C 11.8339 6.3761 14.6125 1.65
C 11.3582 6.9640 15.9436 -1.36
C 10.7388 6.3016 13.5783 -1.30
H 13.6380 5.2408 15.2162 0.37
H 12.6730 4.4146 14.0145 0.40
H 12.2331 4.4256 15.6917 0.44
H 12.6193 7.0598 14.1886 -0.11
H 10.3480 6.6475 16.2369 0.32
H 11.3085 8.1093 15.8486 0.14
H 12.0197 6.6757 16.8051 0.42
H 9.7160 6.3547 13.9350 0.55
H 10.6889 5.3354 13.0170 0.56
N 13.8468 7.4798 4.3844 -0.39
C 13.1589 6.8087 5.2905 0.49
N 11.7859 7.0635 5.2793 -0.44
S 13.8424 5.5863 6.2687 -0.41
H 13.4635 8.2596 3.8850 0.19
H 14.8140 7.2094 4.2875 0.23
H 11.4084 7.8415 4.6461 0.20
H 11.2823 6.8992 6.1073 0.22
C 9.0627 11.0293 12.0508 -0.98
C 9.5873 9.9303 12.8499 0.53
C 9.1195 9.7830 14.2158 -0.73
O 10.6122 9.1652 12.3366 -0.29
H 9.7871 11.8386 11.7840 0.32
H 8.2201 11.4267 12.6102 0.42
H 8.6221 10.5687 11.1301 0.18
H 8.4014 10.6587 14.3222 0.45
H 9.9486 9.9524 14.9670 0.18
H 8.6100 8.8069 14.3751 0.20
```


Below is C17H35GaN2O4PS as an isolated structure in a non-equilibrium geometry, with properties calculated with the ωB97M-V functional and the def2-TZVPD basis.

Output
Net charge: -1
LUMO energy in eV: 2.35
E in hartree: -3743.5690
HOMO energy in Eh: -0.1464
Kohn-Sham gap in eV: 6.332

Structure (XYZ):
```
61
Properties=species:S:1:pos:R:3:mulliken_charge:R:1
C 1.8952 1.5725 2.2901 -1.17
C 1.0333 0.3875 1.8509 -0.21
O 0.2039 0.8256 0.7928 -0.35
C -0.0514 -0.1581 -0.1766 -0.03
C -0.7589 0.4551 -1.3945 0.16
O -0.5042 1.8138 -1.5641 -0.60
Ga 0.9858 2.2715 -2.5965 0.49
C 2.7832 1.6582 -1.8482 -0.80
C 3.2633 0.2648 -2.1636 -0.48
O 2.8258 -0.1184 -3.4985 -0.16
C 3.3728 -1.2897 -3.9334 0.29
O 4.5564 -1.3698 -4.2749 -0.68
C 2.4471 -2.4756 -4.0694 -0.42
C 1.3060 -2.5263 -3.0523 -0.18
P 0.6715 1.5950 -4.8753 0.08
S -0.2714 -0.1372 -5.1550 -0.47
H 2.9461 1.3139 2.2435 0.31
H 1.7151 2.3907 1.6057 0.33
H 1.6545 1.8866 3.2965 0.26
H 1.6742 -0.4368 1.5457 0.36
H 0.3904 0.0696 2.6633 0.29
H -0.7042 -0.9334 0.2460 0.15
H 0.8836 -0.6563 -0.4481 -0.01
H -0.5293 -0.1172 -2.2891 -0.38
H -1.8328 0.3345 -1.2374 0.24
H 0.9919 3.8855 -2.6174 -0.43
H 2.7237 1.7578 -0.7661 0.05
H 3.5276 2.3779 -2.1721 0.54
H 2.9323 -0.4845 -1.4474 0.23
H 4.3517 0.2339 -2.1702 0.47
H 3.0537 -3.3645 -3.9610 0.35
H 2.0116 -2.4619 -5.0611 0.30
H 1.6617 -2.9065 -2.1000 0.36
H 0.4673 -3.0974 -3.4258 0.34
H 0.9552 -1.5176 -2.8945 -0.44
H 1.9009 1.6056 -5.5741 0.00
H -0.0659 2.6258 -5.5009 0.03
C -3.7853 -2.2737 0.5564 -1.03
C -3.4106 -3.6508 0.0195 -0.54
C -2.1676 -3.6139 -0.8745 -0.14
C -2.3797 -2.7551 -2.0385 0.16
N -2.5606 -2.0547 -2.9260 -0.42
H -4.0327 -1.5874 -0.2538 0.34
H -4.6545 -2.3407 1.2117 0.36
H -2.9638 -1.8385 1.1281 0.21
H -4.2493 -4.0652 -0.5433 0.29
H -3.2191 -4.3286 0.8543 0.32
H -1.9135 -4.6141 -1.2265 0.38
H -1.3119 -3.2281 -0.3172 0.15
C -2.5970 2.6687 6.5350 -1.15
C -1.2930 3.2865 6.0433 -0.53
C -0.8095 2.6872 4.7182 -0.23
C -0.5592 1.2510 4.8467 0.31
N -0.3762 0.1264 4.9751 -0.57
H -2.4799 1.6030 6.7344 0.35
H -2.9220 3.1439 7.4609 0.34
H -3.3911 2.7908 5.7966 0.29
H -0.5194 3.1573 6.8025 0.30
H -1.4285 4.3604 5.9049 0.33
H 0.1104 3.1679 4.3912 0.33
H -1.5534 2.8331 3.9340 0.31
```


Below is one molecule with the formula C4H9NO in a non-equilibrium geometry, with properties calculated with the ωB97M-V functional and the def2-TZVPD basis.

Output
Energy above the lowest of the compared OMol25 structures with the same formula, charge and spin in kJ/mol: 573.5
LUMO energy in eV: 0.75
E in hartree: -287.6140
HOMO energy in Eh: -0.2773
Kohn-Sham gap in eV: 8.295

Structure (XYZ):
```
15
Properties=species:S:1:pos:R:3:mulliken_charge:R:1
C 0.6429 0.2057 1.7123 -1.37
C 0.5075 0.9298 0.4023 0.45
N 0.3949 0.0965 -0.8005 -0.45
C -0.8233 1.2139 -0.1529 -0.69
C -0.9311 -0.8856 -1.0420 -0.27
O -0.6003 -2.0414 -0.4354 -0.49
H 0.5771 0.9046 2.5460 0.35
H -0.1641 -0.5090 1.8291 0.30
H 1.5935 -0.3184 1.7963 0.32
H 1.3045 1.6571 0.2440 0.36
H 0.7817 0.5508 -1.6291 0.30
H -0.7364 2.0174 -0.9025 0.16
H -0.9101 -0.9347 -2.1229 0.36
H -1.9450 -0.6810 -0.7235 0.33
H 0.3084 -2.2057 -0.7213 0.34
```


Repeat the sixth record exactly.
Below is one molecule with the formula C4H9NO in a non-equilibrium geometry, with properties calculated with the ωB97M-V functional and the def2-TZVPD basis.

Output
Energy above the lowest of the compared OMol25 structures with the same formula, charge and spin in kJ/mol: 573.5
LUMO energy in eV: 0.75
E in hartree: -287.6140
HOMO energy in Eh: -0.2773
Kohn-Sham gap in eV: 8.295

Structure (XYZ):
```
15
Properties=species:S:1:pos:R:3:mulliken_charge:R:1
C 0.6429 0.2057 1.7123 -1.37
C 0.5075 0.9298 0.4023 0.45
N 0.3949 0.0965 -0.8005 -0.45
C -0.8233 1.2139 -0.1529 -0.69
C -0.9311 -0.8856 -1.0420 -0.27
O -0.6003 -2.0414 -0.4354 -0.49
H 0.5771 0.9046 2.5460 0.35
H -0.1641 -0.5090 1.8291 0.30
H 1.5935 -0.3184 1.7963 0.32
H 1.3045 1.6571 0.2440 0.36
H 0.7817 0.5508 -1.6291 0.30
H -0.7364 2.0174 -0.9025 0.16
H -0.9101 -0.9347 -2.1229 0.36
H -1.9450 -0.6810 -0.7235 0.33
H 0.3084 -2.2057 -0.7213 0.34
```